Model P:
Molecular formula: C12H16N2O5
Method: DFT, the ωB97M-V functional and the def2-TZVPD basis

CARTESIAN COORDINATES (ANGSTROEM)
N 1.5093 -0.7639 1.8363
C 2.5804 -0.4001 0.9225
C 3.3572 -1.4800 0.2052
O 4.5156 -0.9164 -0.4822
C 1.8650 0.5981 -0.0718
O 2.2090 0.6221 -1.2785
N 0.8734 1.2813 0.4340
C 0.0401 2.1690 -0.3780
C -0.7416 1.3621 -1.4506
C -1.2788 0.0532 -0.9187
C -0.5761 -1.0759 -1.0782
C -0.9656 -2.3104 -0.5623
C -2.2529 -2.4208 -0.0073
O -2.7210 -3.7518 0.3340
C -3.0974 -1.3581 0.0999
C -2.5929 -0.1069 -0.2835
C -1.0778 2.6468 0.5148
O -1.4041 2.0245 1.4929
O -1.5471 3.8476 0.1305
H 1.9989 -1.2650 2.5715
H 1.0476 -1.5374 1.3913
H 3.3559 0.2361 1.4423
H 3.9017 -2.2018 0.8848
H 2.7081 -2.1005 -0.4041
H 4.0658 -0.3048 -1.1274
H 0.4174 1.0668 1.3368
H 0.5312 3.0242 -0.8079
H -0.0842 1.0975 -2.3226
H -1.5754 2.0331 -1.8529
H 0.3923 -1.0289 -1.6762
H -0.2803 -3.1670 -0.5663
H -3.5206 -3.5607 0.7154
H -4.1227 -1.3546 0.5576
H -3.1461 0.7739 -0.2197
H -2.3446 3.9967 0.6604

gap between HOMO and LUMO = 0.3401 hartree
SMILES = N[C@@H](CO)C(=O)N[C@@H](Cc1ccc(O)cc1)C(=O)O

These are the natural (NBO) partial charges, in e, on atoms 1 to 6: -0.81, -0.17, -0.09, -0.73, 0.69, -0.70

---

Model Q:
Molecular formula: C12H16N2O5
Method: DFT, the ωB97M-V functional and the def2-TZVPD basis

CARTESIAN COORDINATES (ANGSTROEM)
N -4.2161 -0.4663 -1.4929
C -3.1633 -0.1170 -0.6190
C -3.6642 -0.4370 0.8105
O -5.1891 -0.2657 0.8168
C -1.9868 -0.9600 -0.6568
O -1.9243 -2.0740 -1.1425
N -0.8308 -0.5675 -0.0482
C -0.3646 0.6912 0.5120
C 0.8456 0.6054 1.5090
C 2.1762 0.1750 0.8516
C 2.9875 1.1064 0.0311
C 4.1584 0.6815 -0.5525
C 4.4106 -0.6842 -0.4895
O 5.4808 -1.1760 -1.1881
C 3.6245 -1.6067 0.2605
C 2.4598 -1.2290 0.8835
C -0.2968 1.7453 -0.6696
O -0.2150 1.4672 -1.8924
O -0.0076 2.9216 -0.2564
H -4.4756 0.3503 -2.2546
H -4.0214 -1.4462 -1.9721
H -2.9964 1.0180 -0.7752
H -3.4638 -1.5498 0.9211
H -3.2345 0.1172 1.7508
H -5.6867 -0.7062 -0.0438
H 0.0427 -1.1255 -0.2473
H -1.1228 0.9865 1.2062
H 0.4625 -0.3877 1.9913
H 0.8947 1.4929 2.2976
H 2.5331 2.1588 -0.1436
H 4.7040 1.2476 -1.2475
H 6.3105 -0.2960 -1.1268
H 4.0419 -2.5389 0.5602
H 2.0608 -1.9013 1.6423
H -0.3336 2.7702 0.7746

gap between HOMO and LUMO = 0.3221 hartree
SMILES = N[C@@H](CO)C(=O)N[C@@H](Cc1ccc(O)cc1)C(=O)O

These are the natural (NBO) partial charges, in e, on atoms 1 to 6: -0.87, -0.20, -0.07, -0.78, 0.68, -0.61

---

Most stable of them? model P.

---

Model P:
Molecular formula: C6H8N2O2
Method: DFT, the ωB97M-V functional and the def2-TZVPD basis

CARTESIAN COORDINATES (ANGSTROEM)
O -1.4262 -0.0161 -1.6879
C -0.7018 0.5404 -0.8885
C 0.4492 -0.0070 -0.0386
C 0.9456 0.4845 1.1215
N 0.5297 1.8445 1.4685
C -0.4161 2.5068 0.7088
O -0.5786 3.6674 1.1114
N -0.9388 1.8738 -0.3264
H 0.7427 -0.9615 -0.3599
H 1.7453 0.0864 1.6832
H 0.5406 1.9781 2.6595
H -1.8191 2.3240 -0.6830
C 0.3815 -4.9477 -0.9729
C 1.6318 -5.0216 -0.5680
H -0.0130 -4.2403 -1.7305
H -0.4422 -5.6021 -0.5484
H 2.4085 -4.4068 -0.8132
H 1.9993 -5.7502 0.2358

gap between HOMO and LUMO = 0.3602 hartree
SMILES = O=c1cc[nH]c(=O)[nH]1.C=C

These are the natural (NBO) partial charges, in e, on atoms 1 to 6: -0.54, 0.69, -0.39, 0.06, -0.62, 0.76

---

Model Q:
Molecular formula: C6H8N2O2
Method: DFT, the ωB97M-V functional and the def2-TZVPD basis

CARTESIAN COORDINATES (ANGSTROEM)
O -0.8198 -0.6199 -2.4647
C -0.6255 -0.6791 -1.2625
C 0.1025 -1.7148 -0.5294
C 0.2571 -1.6180 0.8055
N -0.2771 -0.5765 1.5141
C -0.9543 0.4779 0.9429
O -1.3507 1.4329 1.5787
N -1.1070 0.3396 -0.4257
H 0.5111 -2.5511 -1.0797
H 0.7831 -2.3720 1.3650
H -0.1351 -0.5048 2.5134
H -1.6052 1.0905 -0.8751
C 2.0730 1.6146 0.4391
C 2.2836 0.9723 -0.7167
H 1.2244 2.2734 0.5643
H 2.7333 1.5213 1.2905
H 1.6055 1.0815 -1.5348
H 3.1176 0.2990 -0.8485

gap between HOMO and LUMO = 0.3711 hartree
SMILES = O=c1cc[nH]c(=O)[nH]1.C=C

These are the natural (NBO) partial charges, in e, on atoms 1 to 6: -0.59, 0.65, -0.39, 0.08, -0.60, 0.79

---

Most stable of them? model Q.

---

Model P:
Molecular formula: C6H8N2O2
Method: DFT, the ωB97M-V functional and the def2-TZVPD basis

CARTESIAN COORDINATES (ANGSTROEM)
N -3.1845 -2.1816 1.7088
C -2.0911 -1.8856 1.4742
C -0.7005 -1.4357 1.1658
O 0.0830 -2.3562 0.7781
C -0.4412 -0.0977 1.4482
C 0.7824 0.6371 1.2296
O 1.6932 0.5789 2.0644
C 1.0738 1.3828 -0.0711
C 0.1281 1.0212 -1.2234
N 0.3291 -0.3815 -1.6676
H -1.2737 0.5014 1.8204
H 0.9548 2.4477 0.1605
H 2.1174 1.2234 -0.3786
H -0.9257 1.1284 -0.9421
H 0.2914 1.6762 -2.0852
H 0.9875 -0.3210 -2.4957
H -0.4487 -0.8920 -2.0884
H 0.6248 -1.0457 -0.8977

gap between HOMO and LUMO = 0.2563 hartree
SMILES = N#C/C([O-])=C/C(=O)CC[NH3+]

These are the natural (NBO) partial charges, in e, on atoms 1 to 6: -0.35, 0.23, 0.30, -0.74, -0.58, 0.55

---

Model Q:
Molecular formula: C6H8N2O2
Method: DFT, the ωB97M-V functional and the def2-TZVPD basis

CARTESIAN COORDINATES (ANGSTROEM)
C -1.0830 -0.5631 -0.1468
C 1.1241 -2.4820 0.3632
C 1.1451 0.5162 -0.8749
C -0.7006 1.6588 0.4974
C 0.7240 0.9699 0.4733
C 0.4007 -0.4501 0.0085
N -1.5795 0.6371 0.0880
N 0.4779 -3.1604 -0.5244
O -1.6386 -1.5477 -0.5927
O 1.8664 -2.7459 1.2807
H 0.6145 0.9242 -1.7747
H 2.2864 0.1814 -1.0858
H -0.9514 2.1539 1.4953
H -0.6344 2.3340 -0.3796
H 1.4769 1.3060 1.1401
H -2.6102 0.9331 0.0001
H -0.5434 -2.7498 -0.7080
H 0.6544 -4.1768 -0.4181

gap between HOMO and LUMO = 0.3406 hartree

These are the natural (NBO) partial charges, in e, on atoms 1 to 6: 0.65, 0.81, -0.42, -0.22, -0.26, -0.24

---

Most stable of them? model Q.